1.
The following is a quantum chemistry calculation of 2 unconnected molecules or ions with the total composition C2H7NO3 in a non-equilibrium geometry, from the Open Molecules 2025 dataset.

## Properties
net charge = +1
relative energy (zero: lowest compared OMol25 entry of this formula, charge and spin) = 21.0 kcal per mole
frontier orbital gap (alpha / beta) = 11.5 / 6.0 eV
calculated total energy = -360.5295 a.u.
spin multiplicity = 2

Atoms and positions in Å:
O1 0.559 1.203 1.763
C1 0.129 0.234 1.224
O2 -0.869 -0.547 1.633
C2 0.862 -0.427 0.073
N1 1.146 0.630 -0.896
H1 -1.131 -0.237 2.519
H2 0.275 -1.165 -0.456
H3 1.866 -0.835 0.274
H4 1.691 1.324 -0.346
H5 1.650 0.336 -1.738
H6 -1.994 0.612 -1.394
H7 -2.156 -0.837 -0.936
O3 -2.027 -0.293 -1.722


2.
The following is a quantum chemistry calculation of 2 unconnected molecules or ions with the total composition C2H7NO5P in a non-equilibrium geometry, from the Open Molecules 2025 dataset.

## Properties
net charge = -1
relative energy (zero: lowest compared OMol25 entry of this formula, charge and spin) = 83.6 kcal per mole
frontier orbital gap = 7.2 eV
calculated total energy = -852.8088 a.u.
spin multiplicity = 1

Atoms and positions in Å:
C1 0.089 -0.747 0.586
C2 -1.747 0.400 -0.274
N1 0.193 -2.049 -0.029
O1 1.357 0.837 -1.209
O2 0.660 1.678 1.143
O3 2.653 0.042 0.775
O4 -1.535 0.421 -1.678
O5 -1.866 1.640 0.261
P1 1.221 0.629 0.279
H1 -0.244 -0.990 1.622
H2 -2.536 -0.341 -0.140
H3 0.429 -2.079 -0.993
H4 -0.575 -2.578 0.398
H5 3.508 0.342 0.401
H6 -0.593 0.741 -1.569
H7 -1.014 2.056 0.427


3.
The following is a quantum chemistry calculation of C2H7NOS in the gas phase in a non-equilibrium geometry, from the Open Molecules 2025 dataset.

## Properties
relative energy (zero: lowest compared OMol25 entry of this formula, charge and spin) = 74.4 kcal per mole
frontier orbital gap = 9.7 eV
calculated total energy = -608.4787 a.u.
spin multiplicity = 1

Atoms and positions in Å:
C1 -0.516 -1.754 -0.278
C2 0.316 -0.483 0.188
N1 -0.198 0.827 -0.026
O1 -0.104 3.443 -0.549
S1 0.389 2.560 0.475
H1 -1.579 -1.639 -0.140
H2 -0.200 -2.511 0.351
H3 0.460 -0.719 1.196
H4 -0.447 -2.103 -1.215
H5 1.387 -0.521 -0.168
H6 -1.219 0.832 0.161
H7 1.712 2.069 0.006


4.
The following is a quantum chemistry calculation of C2H7NOS in the gas phase in a non-equilibrium geometry, from the Open Molecules 2025 dataset.

## Properties
SMILES = C[C@@H](O)SN
relative energy (zero: lowest compared OMol25 entry of this formula, charge and spin) = 35.0 kcal per mole
frontier orbital gap = 9.8 eV
calculated total energy = -608.5413 a.u.
spin multiplicity = 1

Atoms and positions in Å:
C1 0.226 -0.351 -1.539
C2 0.161 -0.168 -0.029
N1 -1.335 0.481 2.183
O1 1.163 0.604 0.500
S1 -1.471 0.636 0.544
H1 0.286 0.573 -2.074
H2 1.109 -0.814 -1.800
H3 -0.601 -0.974 -2.116
H4 0.293 -1.178 0.547
H5 -0.381 0.801 2.494
H6 -1.663 -0.394 2.456
H7 0.878 1.491 0.187


5.
The following is a quantum chemistry calculation of 2 unconnected molecules or ions with the total composition C2H7NOS in a non-equilibrium geometry, from the Open Molecules 2025 dataset.

## Properties
SMILES = NC=O.CS
relative energy (zero: lowest compared OMol25 entry of this formula, charge and spin) = 21.7 kcal per mole
frontier orbital gap = 9.8 eV
calculated total energy = -608.5626 a.u.
spin multiplicity = 1

Atoms and positions in Å:
C1 -1.622 0.095 0.789
S1 -1.994 -0.807 -0.821
H1 -1.379 1.115 0.601
H2 -2.607 0.191 1.336
H3 -0.879 -0.328 1.532
H4 -0.752 -1.289 -1.050
C2 1.281 0.430 0.133
N1 1.800 -0.125 -0.985
O1 1.272 -0.064 1.288
H5 0.908 1.422 -0.071
H6 2.068 0.466 -1.730
H7 1.905 -1.104 -1.024


6.
The following is a quantum chemistry calculation of 2 unconnected molecules or ions with the total composition C2H7NOS2 in a non-equilibrium geometry, from the Open Molecules 2025 dataset.

## Properties
SMILES = NC=O.CSS
relative energy (zero: lowest compared OMol25 entry of this formula, charge and spin) = 25.0 kcal per mole
frontier orbital gap = 9.3 eV
calculated total energy = -1006.7441 a.u.
spin multiplicity = 1

Atoms and positions in Å:
C1 1.326 1.439 0.885
S1 2.478 -0.059 0.901
S2 1.347 -1.369 -0.289
H1 1.038 1.676 -0.137
H2 2.007 2.208 1.236
H3 0.458 1.074 1.414
H4 0.935 -2.167 0.742
C2 -3.533 0.352 -0.804
N1 -2.310 0.154 -1.483
O1 -3.544 1.104 0.129
H5 -4.358 -0.330 -1.061
H6 -1.713 -0.501 -0.991
H7 -2.371 -0.241 -2.410


7.
The following is a quantum chemistry calculation of 2 unconnected molecules or ions with the total composition C2H7NOSi in a non-equilibrium geometry, from the Open Molecules 2025 dataset.

## Properties
SMILES = CC#[N+][O-].[SiH4]
relative energy (zero: lowest compared OMol25 entry of this formula, charge and spin) = 113.3 kcal per mole
frontier orbital gap = 9.9 eV
calculated total energy = -499.7372 a.u.
spin multiplicity = 1

Atoms and positions in Å:
C1 0.572 1.705 -0.077
C2 1.182 0.387 -0.107
N1 2.142 -0.269 -0.012
O1 2.926 -1.166 0.058
Si1 -1.618 -1.376 0.061
H1 1.184 2.411 -0.638
H2 -0.426 1.678 -0.509
H3 0.493 2.049 0.955
H4 -0.311 -0.730 -0.219
H5 -2.028 -2.212 -1.061
H6 -1.507 -2.161 1.288
H7 -2.610 -0.316 0.261


8.
The following is a quantum chemistry calculation of a molecular structure, C2H7NOSi2 in a non-equilibrium geometry, from the Open Molecules 2025 dataset.

## Properties
relative energy (zero: lowest compared OMol25 entry of this formula, charge and spin) = 30.7 kcal per mole
frontier orbital gap = 8.4 eV
calculated total energy = -789.3141 a.u.
spin multiplicity = 1

Atoms and positions in Å:
C1 1.141 -1.059 -1.277
C2 -0.333 -0.749 -1.388
N1 1.522 -0.742 -0.039
O1 1.833 -1.398 -2.214
Si1 -0.889 0.664 -0.193
Si2 0.166 -0.063 1.706
H1 -0.645 -0.391 -2.420
H2 -1.100 -1.586 -1.191
H3 2.457 -0.591 -0.026
H4 0.059 1.699 -0.572
H5 -2.343 0.989 -0.228
H6 0.184 -1.276 2.512
H7 1.248 0.875 2.097


9.
The following is a quantum chemistry calculation of 2 unconnected molecules or ions with the total composition C2H7NS in a non-equilibrium geometry, from the Open Molecules 2025 dataset.

## Properties
net charge = -1
relative energy (zero: lowest compared OMol25 entry of this formula, charge and spin) = 28.4 kcal per mole
frontier orbital gap (alpha / beta) = 2.5 / 8.7 eV
calculated total energy = -533.2517 a.u.
spin multiplicity = 2

Atoms and positions in Å:
S1 1.502 0.185 -2.778
H1 2.600 0.433 -3.505
C1 -0.446 -0.060 0.706
C2 -1.285 -1.117 0.655
N1 -0.095 0.479 1.931
H2 0.204 0.264 -0.102
H3 -1.094 -1.866 -0.103
H4 -2.060 -1.376 1.363
H5 -0.610 0.266 2.769
H6 0.334 1.391 1.946
H7 0.950 1.399 -2.882


10.
The following is a quantum chemistry calculation of 3 unconnected molecules or ions with the total composition C2H7NS in a non-equilibrium geometry, from the Open Molecules 2025 dataset.

## Properties
relative energy (zero: lowest compared OMol25 entry of this formula, charge and spin) = 86.6 kcal per mole
frontier orbital gap = 7.9 eV
calculated total energy = -533.1925 a.u.
spin multiplicity = 1

Atoms and positions in Å:
S1 -1.641 -1.740 -0.773
H1 -0.893 -1.648 -1.916
C1 -0.045 0.566 0.112
C2 1.267 0.680 -0.269
N1 -0.547 0.339 1.369
H2 -0.807 1.031 -0.525
H3 1.475 1.433 -1.051
H4 2.053 0.348 0.411
H5 0.464 -0.897 -0.789
H6 0.078 0.098 2.120
H7 -1.405 -0.212 1.312